Here is 2 unconnected molecules or ions with the total composition C41H38F6N3O in a non-equilibrium geometry from OMol25. Energies are from ωB97M-V/def2-TZVPD.

The total charge is +1. The calculation puts the relative energy (zero: lowest compared OMol25 entry of this formula, charge and spin) at 9.1 kJ/mol. The value obtained for the electronic energy is -2423.6195 Ha. The HOMO-LUMO gap is 4.90 eV. Its lowest unoccupied orbital energy is -4.52 eV.

Geometry (Å):
1 C -4.404 -0.475 -4.379
2 C -4.020 0.826 -4.018
3 C -2.681 1.114 -3.766
4 C -1.688 0.105 -3.875
5 C -0.303 0.432 -3.610
6 C 0.751 -0.306 -4.084
7 N 2.049 0.087 -4.063
8 C 2.955 -0.599 -4.990
9 C 4.406 -0.389 -4.587
10 O 4.684 0.983 -4.294
11 C 3.860 1.529 -3.262
12 C 2.371 1.423 -3.577
13 C -2.090 -1.195 -4.270
14 C -3.434 -1.479 -4.505
15 H -5.456 -0.703 -4.555
16 H -4.767 1.619 -3.929
17 H -2.362 2.128 -3.512
18 H -0.119 1.391 -3.121
19 H 0.585 -1.274 -4.562
20 H 2.707 -1.665 -4.961
21 H 2.823 -0.233 -6.027
22 H 4.641 -1.042 -3.723
23 H 5.067 -0.622 -5.434
24 H 4.044 1.030 -2.291
25 H 4.161 2.584 -3.198
26 H 2.101 2.209 -4.313
27 H 1.807 1.615 -2.656
28 H -1.328 -1.964 -4.413
29 H -3.725 -2.493 -4.793
30 F 6.726 1.540 1.097
31 C 6.060 0.362 1.033
32 F 5.201 0.430 -0.043
33 F 6.971 -0.619 0.723
34 C 5.291 -0.004 2.265
35 N 4.483 -1.200 1.959
36 C 4.942 -2.432 2.479
37 C 4.603 -2.810 3.792
38 C 5.175 -3.948 4.349
39 C 6.108 -4.696 3.618
40 C 6.447 -4.318 2.313
41 C 5.851 -3.200 1.738
42 C 3.236 -1.075 1.394
43 C 2.776 -2.078 0.504
44 C 1.577 -1.916 -0.152
45 C 0.706 -0.833 0.172
46 C -0.587 -0.786 -0.407
47 C -1.734 -0.210 0.194
48 C -2.886 0.037 -0.608
49 C -3.973 0.723 -0.123
50 C -4.029 1.065 1.248
51 N -5.073 1.804 1.742
52 C -5.760 2.801 0.907
53 C -4.978 4.083 0.927
54 F -5.344 4.974 -0.030
55 F -5.110 4.703 2.148
56 F -3.636 3.832 0.764
57 C -5.539 1.630 3.066
58 C -5.006 2.430 4.085
59 C -5.438 2.257 5.396
60 C -6.400 1.282 5.687
61 C -6.959 0.506 4.661
62 C -6.558 0.702 3.344
63 C -2.990 0.640 2.113
64 C -1.847 0.070 1.592
65 C 1.178 0.152 1.087
66 C 2.423 0.044 1.670
67 H 6.009 -0.273 3.043
68 H 4.664 0.849 2.531
69 H 3.895 -2.183 4.340
70 H 4.899 -4.243 5.364
71 H 6.570 -5.579 4.064
72 H 7.179 -4.889 1.739
73 H 6.082 -2.885 0.720
74 H 3.410 -2.948 0.323
75 H 1.237 -2.659 -0.872
76 H -0.732 -1.313 -1.350
77 H -2.891 -0.324 -1.633
78 H -4.817 0.966 -0.764
79 H -5.835 2.475 -0.132
80 H -6.733 2.997 1.363
81 H -4.248 3.167 3.817
82 H -5.010 2.881 6.183
83 H -6.712 1.125 6.722
84 H -7.710 -0.256 4.887
85 H -6.983 0.137 2.510
86 H -3.084 0.807 3.188
87 H -1.035 -0.203 2.265
88 H 0.538 0.989 1.361
89 H 2.768 0.787 2.390

Atomic partial charges in e from the Mulliken method, atoms 1 to 8:
1. C -0.53
2. C -0.56
3. C -0.32
4. C 0.51
5. C -0.48
6. C -0.10
7. N 0.34
8. C -0.51

Here is a molecular structure, C41H38IrN9O5S in a non-equilibrium geometry from OMol25. Energies are from ωB97M-V/def2-TZVPD.

As for the spin multiplicity: 2. The total charge is -1. The calculation puts the relative energy (zero: lowest compared OMol25 entry of this formula, charge and spin) at 299.7 kJ/mol. The value obtained for the electronic energy is -2956.5198 Ha. The expectation value of S² is 0.86. The HOMO-LUMO gap (alpha / beta) is 3.88 / 3.91 eV. Its lowest unoccupied orbital energy (alpha / beta) is 1.40 / 1.40 eV.

Geometry (Å):
1 Ir -0.228 0.628 0.100
2 N 2.263 -1.907 2.804
3 C 1.579 -1.190 1.868
4 S 0.093 -0.434 2.343
5 N 2.062 -1.136 0.661
6 N 1.413 -0.457 -0.279
7 C 2.040 -0.297 -1.466
8 C 3.322 -0.958 -1.776
9 C 4.450 -0.787 -0.976
10 C 5.660 -1.339 -1.359
11 C 5.762 -2.070 -2.532
12 C 4.635 -2.279 -3.310
13 C 3.424 -1.730 -2.931
14 C 1.409 0.537 -2.370
15 C 1.732 0.772 -3.741
16 C 0.913 1.346 -4.653
17 C -0.500 1.799 -4.417
18 C -1.248 0.759 -3.626
19 N -0.929 0.537 -2.426
20 H 2.214 -1.580 3.759
21 H 3.196 -2.174 2.526
22 H 4.375 -0.211 -0.066
23 H 6.533 -1.195 -0.737
24 H 6.715 -2.477 -2.839
25 H 4.698 -2.869 -4.214
26 H 2.539 -1.903 -3.526
27 H 2.705 0.439 -4.085
28 H 1.279 1.479 -5.663
29 H -0.999 2.005 -5.368
30 H -2.073 0.210 -4.070
31 C -5.916 1.107 -1.925
32 N -5.432 0.258 -0.847
33 N -4.254 -0.447 -1.145
34 C -3.332 -0.304 -0.093
35 O -2.191 -0.781 -0.098
36 C -4.019 0.471 0.891
37 C -5.234 0.837 0.406
38 C -6.288 1.687 1.018
39 C -4.319 -1.468 -2.089
40 C -3.155 -2.031 -2.621
41 C -3.251 -3.013 -3.587
42 C -4.487 -3.439 -4.060
43 C -5.642 -2.902 -3.513
44 C -5.565 -1.935 -2.531
45 H -5.879 0.552 -2.861
46 H -5.312 2.015 -2.028
47 H -6.950 1.380 -1.719
48 H -3.608 0.717 1.848
49 H -6.067 1.829 2.072
50 H -7.268 1.222 0.919
51 H -6.329 2.669 0.543
52 H -2.199 -1.690 -2.256
53 H -2.346 -3.445 -3.989
54 H -4.546 -4.185 -4.839
55 H -6.612 -3.239 -3.854
56 H -6.472 -1.557 -2.082
57 O 0.309 3.475 2.251
58 C 1.320 2.801 1.977
59 O 1.483 2.004 1.025
60 C 2.506 2.936 2.908
61 C 3.074 4.177 3.192
62 C 4.138 4.257 4.084
63 C 4.619 3.133 4.717
64 C 4.041 1.884 4.440
65 C 2.999 1.796 3.507
66 N 4.490 0.734 5.096
67 O 3.928 -0.357 4.854
68 O 5.435 0.832 5.903
69 H 2.683 5.066 2.719
70 H 4.587 5.220 4.291
71 H 5.427 3.184 5.431
72 H 2.575 0.828 3.292
73 C -2.151 4.785 2.778
74 N -2.308 3.358 2.582
75 C -2.470 2.591 3.806
76 C -1.621 2.765 1.618
77 N -1.545 2.066 0.682
78 H -3.112 5.199 3.093
79 H -1.836 5.242 1.844
80 H -1.393 4.999 3.536
81 H -3.470 2.780 4.207
82 H -1.723 2.872 4.555
83 H -2.351 1.530 3.595
84 C 0.170 1.251 -1.869
85 C 0.259 2.678 -2.272
86 C -0.548 3.059 -3.475
87 C -0.079 4.317 -4.123
88 C 0.879 5.099 -3.568
89 C 1.504 4.743 -2.358
90 C 1.207 3.519 -1.755
91 H -1.618 3.177 -3.212
92 H -0.572 4.596 -5.046
93 H 1.169 6.018 -4.061
94 H 2.251 5.388 -1.924
95 H 1.739 3.200 -0.873

Atomic partial charges in e from the Mulliken method, atoms 1 to 8:
1. Ir 1.71
2. N -0.44
3. C 0.24
4. S -0.59
5. N -1.47
6. N 1.06
7. C 0.82
8. C -0.16

> Among the records above, which one has the lowest relative energy (zero: lowest compared OMol25 entry of this formula, charge and spin)?

C41H38F6N3O

> Number 1 is which compound?

C41H38F6N3O

> Among the records above, which one has the lowest relative energy (zero: lowest compared OMol25 entry of this formula, charge and spin)?

C41H38F6N3O

> The lowest total charge belongs to which entry?

C41H38IrN9O5S